1.
Entry from the Open Molecules 2025 dataset: a molecular structure, C6H18InO3S3 in a non-equilibrium geometry (ωB97M-V with the def2-TZVPD basis set).

Properties
HOMO energy	-18.50	eV
ΔE to the lowest compared entry with this formula, charge and spin	0.0	kJ/mol
net charge	+3
LUMO level	-15.8	eV
calculated total energy	-1848.52354	a.u.
molecular weight	349.2	g/mol
frontier orbital gap	2.73	eV

Last column: Löwdin charge in e.
Element x y z (Å)
In (-1.55, 0.60, 2.17)  1.2256
C (1.62, -2.98, -0.17)  -0.1654
S (0.71, -1.56, -0.80)  0.9807
O (0.16, -0.78, 0.34)  -0.5723
C (2.04, -0.64, -1.57)  -0.1734
H (2.24, -3.37, -0.99)  0.0931
H (0.92, -3.75, 0.13)  0.0806
H (2.28, -2.61, 0.61)  0.0940
H (1.64, 0.31, -1.91)  0.0776
H (2.30, -1.20, -2.47)  0.0903
H (2.89, -0.51, -0.91)  0.0914
C (-3.09, -1.16, -2.20)  -0.1663
S (-2.94, -1.98, -0.59)  0.9614
O (-3.22, -0.90, 0.40)  -0.5350
C (-4.34, -3.10, -0.60)  -0.1655
H (-2.13, -0.71, -2.44)  0.0573
H (-3.76, -0.31, -2.04)  0.0908
H (-3.46, -1.83, -2.96)  0.0906
H (-4.09, -3.80, -1.41)  0.0876
H (-5.33, -2.69, -0.82)  0.1066
H (-4.33, -3.62, 0.36)  0.0848
C (3.02, 3.00, 2.61)  -0.1733
S (1.94, 2.90, 1.16)  0.9866
O (0.70, 2.22, 1.63)  -0.5875
C (1.59, 4.65, 0.95)  -0.1783
H (2.48, 3.58, 3.36)  0.0887
H (4.05, 3.25, 2.38)  0.0910
H (3.03, 1.98, 3.03)  0.0765
H (0.84, 4.83, 0.18)  0.0818
H (2.50, 5.17, 0.65)  0.0937
H (1.30, 5.01, 1.94)  0.0861

***

2.
Entry from the Open Molecules 2025 dataset: 2 unconnected molecules or ions with the total composition C6H18N2 in a non-equilibrium geometry (ωB97M-V with the def2-TZVPD basis set).

Properties
HOMO energy	-8.41	eV
ΔE to the lowest compared entry with this formula, charge and spin	104.2	kJ/mol
LUMO level	1.0	eV
calculated total energy	-348.84978	a.u.
molecular weight	118.2	g/mol
frontier orbital gap	9.42	eV

Last column: Löwdin charge in e.
Element x y z (Å)
C (-5.49, -0.72, -2.58)  -0.1290
N (-4.93, -0.24, -1.31)  -0.3431
C (-5.79, -0.75, -0.28)  -0.1552
C (-3.53, -0.62, -1.09)  -0.1124
H (-5.59, -1.82, -2.55)  0.0794
H (-4.86, -0.45, -3.44)  0.0833
H (-6.49, -0.28, -2.71)  0.0835
H (-5.48, -0.33, 0.70)  0.0856
H (-5.78, -1.85, -0.21)  0.0816
H (-6.82, -0.42, -0.49)  0.0844
H (-2.94, -0.17, -1.91)  0.0806
H (-3.43, -1.72, -1.15)  0.0783
H (-3.10, -0.28, -0.13)  0.0830
C (5.44, 0.52, 2.59)  -0.1207
N (5.00, 0.23, 1.22)  -0.3532
C (3.58, 0.54, 1.02)  -0.1132
C (5.83, 0.97, 0.31)  -0.1493
H (6.54, 0.50, 2.67)  0.0817
H (5.01, -0.16, 3.35)  0.0829
H (5.09, 1.55, 2.82)  0.0773
H (3.56, 1.63, 1.16)  0.0727
H (2.97, 0.07, 1.82)  0.0848
H (3.13, 0.30, 0.05)  0.0854
H (6.92, 0.87, 0.46)  0.0863
H (5.56, 2.04, 0.37)  0.0786
H (5.58, 0.60, -0.70)  0.0868

***

3.
Entry from the Open Molecules 2025 dataset: C6H18N2P2S in the gas phase in a non-equilibrium geometry (ωB97M-V with the def2-TZVPD basis set).

Properties
HOMO energy (alpha / beta)	-4.09 / -7.41	eV
LUMO level (alpha / beta)	0.4 / -0.9	eV
calculated total energy	-1429.52418	a.u.
molecular weight	212.2	g/mol
multiplicity	3
frontier orbital gap (alpha / beta)	4.54 / 6.52	eV
expectation value of S²	2.01

Last column: Löwdin spin population.
Element x y z (Å)
C (1.24, -1.47, 1.75)  0.1111
C (3.32, -0.03, 0.28)  0.0785
C (0.33, 2.74, 0.28)  0.0996
C (0.42, 0.97, -2.10)  0.0022
C (-1.84, -1.81, -0.75)  0.0106
C (-3.56, -0.18, 0.91)  0.0029
N (1.69, -1.92, -1.13)  0.9252
N (-1.33, 0.71, 0.02)  0.0071
P (1.79, -1.00, 0.03)  0.4152
P (0.32, 1.04, -0.23)  0.2341
S (-1.92, -0.68, 0.71)  0.0203
H (0.35, -0.88, 1.89)  0.0096
H (2.20, -1.45, 2.38)  0.0149
H (0.95, -2.50, 1.69)  0.0005
H (4.25, -0.70, 0.42)  0.0032
H (3.22, 0.60, 1.23)  0.0115
H (3.56, 0.49, -0.59)  0.0023
H (1.23, 3.19, -0.06)  0.0032
H (0.15, 2.45, 1.32)  0.0078
H (-0.60, 3.32, -0.05)  0.0282
H (1.21, 0.21, -2.53)  0.0016
H (0.77, 2.03, -2.36)  0.0004
H (-0.58, 0.86, -2.61)  0.0014
H (-0.85, -2.10, -1.00)  0.0074
H (-2.62, -2.63, -0.73)  0.0002
H (-2.16, -1.26, -1.62)  0.0003
H (-4.21, -0.64, 0.25)  0.0001
H (-3.87, -0.24, 1.90)  0.0002
H (-3.47, 0.88, 0.70)  0.0007

***

4.
Entry from the Open Molecules 2025 dataset: 2 unconnected molecules or ions with the total composition C6H18N3O2P in a non-equilibrium geometry (ωB97M-V with the def2-TZVPD basis set).

Properties
HOMO energy	-6.44	eV
LUMO level	-0.2	eV
calculated total energy	-895.40887	a.u.
molecular weight	195.2	g/mol
frontier orbital gap	6.21	eV

Last column: Löwdin charge in e.
Element x y z (Å)
N (-1.72, 1.26, -3.45)  -0.1740
P (-0.09, 0.74, -3.02)  0.8424
O (0.16, -0.56, -4.12)  -0.3329
N (-0.18, 0.11, -1.37)  -0.3011
C (0.55, 0.98, -0.42)  -0.2395
C (1.98, 0.45, -0.03)  -0.0970
N (1.88, -0.95, 0.51)  0.0432
C (0.60, -1.62, 0.15)  -0.0977
C (0.34, -1.26, -1.37)  -0.2339
H (-2.29, 0.40, -3.39)  0.0283
H (-1.65, 1.42, -4.46)  0.0176
H (1.10, -0.75, -4.14)  0.0184
H (0.60, 2.04, -0.76)  0.1100
H (0.02, 0.99, 0.56)  0.0807
H (2.57, 0.41, -0.97)  0.1180
H (2.43, 1.12, 0.72)  0.1401
H (2.09, -1.01, 1.52)  0.1717
H (2.61, -1.50, 0.05)  0.1639
H (-0.24, -1.28, 0.79)  0.1183
H (0.66, -2.73, 0.29)  0.1355
H (-0.40, -1.93, -1.83)  0.1231
H (1.32, -1.39, -1.91)  0.1011
C (-1.90, 1.23, 3.63)  -0.1380
C (-1.16, 0.02, 3.02)  -0.5568
O (-0.04, 0.45, 2.38)  -0.3589
H (-2.21, 1.94, 2.85)  0.0555
H (-2.81, 0.89, 4.15)  0.0532
H (-1.28, 1.75, 4.36)  0.0554
H (-1.92, -0.51, 2.40)  0.0762
H (-1.02, -0.69, 3.86)  0.0774

***

5.
Entry from the Open Molecules 2025 dataset: a gas-phase ion, C6H18N4 (charge +2) in a non-equilibrium geometry (ωB97M-V with the def2-TZVPD basis set).

Properties
HOMO energy	-18.19	eV
ΔE to the lowest compared entry with this formula, charge and spin	324.3	kJ/mol
net charge	+2
LUMO level	-7.2	eV
calculated total energy	-457.70850	a.u.
molecular weight	146.2	g/mol
frontier orbital gap	10.99	eV

Last column: Löwdin charge in e.
Element x y z (Å)
H (2.71, 1.13, 0.54)  0.0635
N (1.77, 1.06, 0.32)  0.2005
C (1.28, 0.15, -0.36)  -0.3043
N (1.91, -0.96, -0.91)  0.0708
N (3.35, -1.01, -1.06)  0.2204
C (-0.44, -0.10, -0.38)  -0.2884
C (-1.05, 0.49, -1.71)  0.0215
C (-0.78, -1.57, -0.05)  0.0034
N (-0.85, 0.83, 0.83)  -0.1848
C (-2.23, 1.38, 0.98)  0.0207
C (-0.43, 0.43, 2.12)  -0.0550
H (1.38, -1.57, -1.50)  0.1534
H (3.91, -0.17, -0.98)  0.1738
H (3.69, -1.21, -2.07)  0.2376
H (3.81, -1.79, -0.52)  0.2193
H (-1.08, -0.25, -2.58)  0.1334
H (-2.08, 0.68, -1.39)  0.0740
H (-0.49, 1.34, -1.93)  0.0677
H (-1.81, -1.73, 0.18)  0.1049
H (-0.68, -2.13, -0.88)  0.0504
H (-0.02, -1.91, 0.67)  0.0995
H (-0.30, 1.70, 0.58)  0.1774
H (-2.08, 2.32, 1.61)  0.1503
H (-2.70, 1.69, -0.01)  0.1166
H (-2.89, 0.65, 1.47)  0.1143
H (-1.16, -0.06, 2.74)  0.1194
H (0.46, -0.29, 1.97)  0.1176
H (0.08, 1.21, 2.66)  0.1221

***

6.
Entry from the Open Molecules 2025 dataset: a molecular structure, C6H18N6 in a non-equilibrium geometry (ωB97M-V with the def2-TZVPD basis set).

Properties
HOMO energy (alpha / beta)	-4.91 / -7.26	eV
LUMO level (alpha / beta)	0.9 / -1.0	eV
calculated total energy	-567.45432	a.u.
molecular weight	174.3	g/mol
multiplicity	3
frontier orbital gap (alpha / beta)	5.78 / 6.21	eV
expectation value of S²	2.01

Last column: Löwdin spin population.
Element x y z (Å)
C (2.35, -1.34, 0.34)  0.0537
C (0.52, -2.79, 0.36)  0.0434
C (0.43, 1.15, -1.31)  0.0048
C (2.05, 2.21, 0.36)  0.0045
C (-2.73, -0.90, 0.02)  0.0119
C (-2.65, 1.60, 0.37)  0.0088
N (0.23, -0.44, 1.44)  0.6401
N (0.26, 1.02, 1.15)  0.0344
N (-0.95, 0.32, 1.24)  0.2739
N (0.93, -1.44, 0.14)  0.6306
N (0.77, 1.72, 0.05)  0.0393
N (-1.91, 0.30, 0.24)  0.1401
H (2.86, -2.14, -0.21)  0.0214
H (2.68, -0.38, -0.14)  0.0004
H (2.91, -1.34, 1.51)  0.0313
H (-0.56, -2.89, 0.48)  0.0052
H (0.84, -3.28, -0.63)  0.0264
H (0.90, -3.40, 1.25)  0.0081
H (0.24, 2.05, -1.89)  0.0005
H (1.20, 0.46, -1.71)  0.0023
H (-0.49, 0.57, -1.20)  0.0007
H (2.14, 2.40, 1.36)  0.0005
H (2.81, 1.54, 0.08)  0.0013
H (2.31, 3.12, -0.28)  -0.0003
H (-3.52, -1.06, 0.75)  0.0040
H (-3.13, -0.76, -0.96)  0.0034
H (-2.00, -1.77, -0.07)  0.0011
H (-2.20, 2.34, -0.31)  0.0014
H (-3.79, 1.51, 0.33)  -0.0002
H (-2.36, 1.93, 1.43)  0.0069

***

Q: What is the formula in the third record?
A: C6H18N2P2S